No. 1
39
Properties=species:S:1:pos:R:3:mulliken_charge:R:1 method="wB97M-V/def2-TZVPD" orbital_gap_ev="7.6 / 7.7" multiplicity=5 total_charge=+2 lumo_energy_ha="-0.2719 / -0.2681"
C 4.240 3.685 1.097 -0.755
I 2.683 1.940 1.080 0.188
H 4.218 4.116 0.087 0.329
H 5.223 3.251 1.343 0.319
H 3.905 4.400 1.865 0.314
Pm 0.288 0.135 0.292 1.041
P 1.895 -1.599 -1.181 0.421
C 2.952 -2.553 0.005 -1.071
C 1.078 -2.777 -2.316 -0.998
H 1.743 -3.420 -2.920 0.401
H 3.777 -1.074 -2.768 0.394
H 0.444 -2.208 -3.013 0.305
H 2.415 0.064 -2.873 0.331
H 2.284 -3.182 0.610 0.343
H 0.415 -3.438 -1.737 0.279
C 3.022 -0.530 -2.177 -0.987
H 3.716 -3.192 -0.454 0.378
H 3.554 0.176 -1.524 0.286
H 3.447 -1.842 0.681 0.320
P -1.981 1.657 0.877 0.444
C -2.181 1.752 2.715 -1.090
C -1.639 3.370 0.280 -1.034
H -3.473 1.089 -0.937 0.304
H -4.444 1.805 0.368 0.405
H -3.847 0.137 0.514 0.254
C -3.584 1.145 0.156 -0.983
H -1.500 3.345 -0.809 0.336
H -2.425 4.111 0.497 0.387
H -2.972 2.421 3.071 0.373
H -1.227 2.076 3.154 0.342
H -0.705 3.746 0.720 0.326
H -2.392 0.736 3.079 0.337
Cl -0.498 0.752 -2.150 -0.409
C -3.231 -3.606 0.308 -0.927
C -2.217 -2.560 0.250 0.365
N -1.378 -1.746 0.273 -0.260
H -4.103 -3.364 -0.313 0.321
H -3.570 -3.727 1.348 0.317
H -2.811 -4.561 -0.039 0.353


No. 2
39
Properties=species:S:1:pos:R:3:mulliken_charge:R:1 method="wB97M-V/def2-TZVPD" orbital_gap_ev="8.0 / 7.8" multiplicity=2 total_charge=+2 lumo_energy_ha="-0.2728 / -0.2808"
C 4.356 0.601 -3.786 -0.784
I 2.830 0.863 -2.168 0.251
H 4.426 -0.464 -4.020 0.328
H 5.337 0.968 -3.463 0.316
H 4.053 1.154 -4.681 0.308
Yb 0.353 0.011 -0.345 0.392
P 1.779 -0.650 1.751 0.662
C 2.734 0.729 2.446 -1.081
C 1.027 -1.579 3.131 -0.984
H 1.793 -1.957 3.838 0.420
H 3.732 -2.147 1.715 0.403
H 0.423 -2.393 2.677 0.289
H 2.455 -2.598 0.493 0.368
H 2.014 1.425 2.911 0.339
H 0.284 -0.915 3.621 0.282
C 3.015 -1.769 0.964 -1.031
H 3.478 0.385 3.180 0.391
H 3.523 -1.255 0.123 0.321
H 3.205 1.299 1.626 0.323
P -1.864 0.367 -1.729 0.695
C -2.161 2.092 -2.217 -1.102
C -1.451 -0.531 -3.284 -1.105
H -3.254 -1.368 -0.838 0.286
H -4.241 -0.271 -1.942 0.427
H -3.763 0.199 -0.230 0.248
C -3.461 -0.326 -1.158 -0.968
H -1.225 -1.579 -3.016 0.375
H -2.282 -0.472 -4.008 0.402
H -2.964 2.181 -2.962 0.388
H -1.221 2.536 -2.586 0.353
H -0.512 -0.136 -3.715 0.371
H -2.407 2.656 -1.302 0.330
Cl -0.352 -2.326 -0.302 -0.362
C -3.346 0.860 3.252 -0.967
C -2.276 0.626 2.255 0.377
N -1.389 0.539 1.484 -0.262
H -4.187 0.173 3.140 0.323
H -3.734 1.876 3.165 0.318
H -2.964 0.743 4.268 0.358


No. 3
41
Properties=species:S:1:pos:R:3:mulliken_charge:R:1 method="wB97M-V/def2-TZVPD" orbital_gap_ev=8.3 de_lowest_kj_mol=0.0 total_charge=+3 lumo_energy_ha=-0.4012
Sc -0.020 0.051 0.008 0.233
S -0.566 2.517 -0.494 0.106
S -0.440 -2.482 -0.293 0.086
C -2.411 2.522 -0.424 -0.922
C -0.345 2.457 -2.322 -0.673
C -0.813 1.142 -2.911 -0.844
N -0.184 -0.028 -2.219 0.398
C -0.751 -1.282 -2.805 -0.823
C -0.217 -2.521 -2.121 -0.682
H 0.724 2.640 -2.499 0.405
H -0.918 3.291 -2.745 0.469
H -0.554 1.099 -3.980 0.415
H -1.902 1.044 -2.813 0.433
H -0.494 -1.311 -3.873 0.416
H -1.843 -1.228 -2.713 0.427
H 0.861 -2.664 -2.282 0.408
H -0.747 -3.412 -2.483 0.469
C -2.286 -2.575 -0.214 -0.917
H 0.823 -0.008 -2.442 0.248
H -2.758 -1.762 -0.776 0.305
H -2.549 -2.511 0.847 0.401
H -2.596 -3.549 -0.612 0.405
H -2.670 2.549 0.641 0.399
H -2.841 1.633 -0.902 0.310
H -2.774 3.436 -0.912 0.396
C 4.333 0.177 -1.482 -0.604
C 4.205 0.218 -0.146 -0.670
H 4.395 1.089 -2.082 0.311
H 4.469 -0.769 -2.016 0.306
H 4.164 1.177 0.392 0.451
H 4.241 -0.698 0.461 0.301
N 1.701 0.001 1.324 -0.209
N 1.362 0.212 2.709 -0.434
C 0.075 -0.007 3.110 0.828
N -0.059 -0.188 4.436 -0.372
S -1.308 0.040 2.111 -0.234
H 2.318 0.771 1.048 0.312
H 2.297 -0.844 1.253 0.353
H 2.063 -0.184 3.354 0.308
H -0.952 -0.444 4.826 0.243
H 0.705 0.007 5.064 0.240


No. 4
36
Properties=species:S:1:pos:R:3:mulliken_charge:R:1 method="wB97M-V/def2-TZVPD" orbital_gap_ev=9.3 de_lowest_kj_mol=489.4 total_charge=0 lumo_energy_ha=0.0244
C 0.278 -2.709 -0.543 -1.625
C 1.018 -1.477 -1.087 0.462
C 0.439 -0.883 -2.404 -0.620
O 1.118 -0.547 -0.061 -0.716
H 0.705 -3.309 0.260 0.243
H 0.083 -3.416 -1.349 0.458
H -0.695 -2.320 -0.244 0.596
H 2.006 -1.880 -1.311 0.453
H 0.127 -1.668 -3.092 0.434
H 1.314 -0.434 -2.874 0.343
H -0.327 -0.132 -2.212 -0.336
H 1.354 0.309 -0.425 0.312
C -1.574 1.276 -1.617 -1.239
C -0.661 2.516 -1.446 0.492
C -0.257 2.828 -0.024 -1.214
O 0.642 2.205 -1.999 -0.513
H -1.019 0.493 -1.101 0.323
H -1.523 1.025 -2.677 0.348
H -2.629 1.254 -1.342 0.448
H -1.015 3.458 -1.865 0.344
H 0.431 3.670 -0.109 0.432
H 0.319 2.025 0.436 0.143
H -1.119 3.092 0.587 0.343
H 1.279 2.890 -1.782 0.307
C -0.258 0.549 2.964 -1.202
C 0.175 -0.617 2.076 0.817
C 0.037 -1.983 2.560 -1.023
O -0.629 -0.551 0.887 -0.702
H -0.291 1.513 2.456 0.098
H 0.510 0.849 3.677 0.395
H -1.147 0.396 3.574 0.323
H 1.180 -0.440 1.694 0.275
H -0.872 -2.218 3.115 0.311
H 0.785 -2.213 3.319 0.393
H 0.235 -2.660 1.729 -0.012
H -0.017 -0.889 0.230 0.109


No. 5
47
Properties=species:S:1:pos:R:3:mulliken_charge:R:1 method="wB97M-V/def2-TZVPD" orbital_gap_ev="8.3 / 3.6" multiplicity=2 total_charge=+2 lumo_energy_ha="-0.2460 / -0.4207"
Al -0.896 0.383 2.557 1.117
C 2.868 -1.065 1.516 -0.010
O 1.745 -0.514 1.546 -0.315
N 3.791 -1.063 0.486 0.254
C 5.159 -1.525 0.852 -0.765
C 3.540 -0.418 -0.784 -0.813
H 3.261 -1.623 2.380 0.423
H 5.812 -0.679 1.066 0.378
H 5.406 -2.003 -0.096 0.323
H 5.400 -2.294 1.585 0.383
H 2.519 -0.312 -1.151 0.373
H 4.007 0.566 -0.775 0.332
H 4.203 -0.867 -1.524 0.389
C -6.475 -2.607 0.017 -0.713
O -5.587 -1.863 0.769 -0.335
P -4.054 -2.340 0.985 0.879
O -3.135 -1.285 1.468 -0.539
O -4.249 -3.578 2.052 -0.318
C -3.343 -4.633 2.167 -0.597
O -3.598 -3.076 -0.421 -0.278
C -3.318 -2.276 -1.486 -0.692
H -6.613 -2.252 -1.004 0.282
H -7.466 -2.590 0.472 0.299
H -6.231 -3.663 -0.097 0.331
H -2.692 -4.378 3.004 0.248
H -2.695 -4.837 1.314 0.299
H -3.945 -5.451 2.563 0.259
H -3.044 -1.292 -1.106 0.345
H -4.209 -2.263 -2.114 0.247
H -2.613 -2.776 -2.151 0.241
C 3.509 3.449 0.648 -0.656
O 2.413 3.988 -0.072 -0.283
P 1.107 3.079 -0.290 0.802
O 0.541 2.328 0.892 -0.514
O 0.095 4.060 -1.046 -0.283
C -0.231 5.309 -0.581 -0.763
O 1.570 2.133 -1.593 -0.233
C 1.678 2.626 -2.931 -0.734
H 3.328 2.456 1.059 0.207
H 3.885 4.200 1.343 0.300
H 4.320 3.244 -0.051 0.270
H 0.383 5.771 0.192 0.344
H -1.298 5.477 -0.431 0.284
H -0.080 5.882 -1.496 0.321
H 0.736 2.652 -3.480 0.288
H 2.580 2.232 -3.399 0.314
H 1.915 3.688 -2.858 0.308


No. 6
39
Properties=species:S:1:pos:R:3:mulliken_charge:R:1 method="wB97M-V/def2-TZVPD" orbital_gap_ev="6.6 / 4.3" multiplicity=5 total_charge=-1 lumo_energy_ha="0.1051 / 0.1053"
Mn -0.004 0.157 -0.972 -0.064
Cl -1.951 0.938 -1.703 -0.426
Cl 1.606 1.112 -2.145 -0.580
H -0.313 -1.481 -0.187 0.071
H -0.550 -0.934 0.354 -0.067
P -2.828 0.634 -5.287 0.271
C -4.476 1.472 -5.002 0.556
C -2.116 1.514 -6.767 0.669
C -3.382 -1.031 -5.918 0.465
C -4.346 2.463 -3.841 -1.049
H -5.105 0.628 -4.671 0.357
C -5.125 2.137 -6.213 -1.464
H -4.553 3.008 -6.559 0.215
H -6.117 2.498 -5.909 0.453
H -5.270 1.449 -7.052 0.252
H -3.915 1.973 -2.963 0.100
H -5.338 2.850 -3.575 0.436
H -3.706 3.315 -4.104 0.203
H -4.182 -1.283 -5.201 0.313
C -2.250 -2.051 -5.745 -1.507
C -3.968 -1.049 -7.327 -1.317
H -4.867 -0.429 -7.410 0.214
H -4.263 -2.080 -7.567 0.480
H -3.241 -0.733 -8.086 0.148
H -1.858 -2.026 -4.721 0.373
H -1.422 -1.868 -6.441 0.237
H -2.638 -3.059 -5.938 0.456
C -1.711 2.940 -6.379 -1.629
H -2.918 1.553 -7.523 0.350
C -0.912 0.770 -7.347 -1.679
H -2.562 3.554 -6.063 0.289
H -1.257 3.424 -7.253 0.426
H -0.964 2.928 -5.572 0.359
H -0.151 0.579 -6.575 0.359
H -0.453 1.400 -8.120 0.439
H -1.188 -0.179 -7.819 0.283
O 1.276 -0.103 2.095 -0.598
H 1.251 0.571 2.797 0.301
H 1.316 -0.956 2.560 0.305